Entry from the OMol25 dataset: a molecular structure, C30H39Br36F8N3O7S in a non-equilibrium geometry (ωB97M-V/def2-TZVPD).

Properties
- Kohn-Sham gap: 8.3 eV
- Spin multiplicity: 1
- Energy: -95718.52433 hartree

Last column: Löwdin charge in e.
Cartesian coordinates (Å):
C (-3.61, -2.26, -4.54)  -0.10
C (-2.14, -2.33, -5.19)  -0.26
O (-1.07, -2.25, -4.22)  -0.19
C (-0.91, -3.51, -3.54)  -0.23
C (-0.27, -3.24, -2.10)  -0.16
C (-1.34, -2.75, -1.03)  -0.17
C (-0.59, -1.97, 0.17)  -0.15
C (-0.47, -0.40, -0.02)  -0.14
C (-1.43, 0.53, 0.93)  -0.23
S (-0.54, 2.13, 0.75)  0.88
O (0.11, 2.26, -0.63)  -0.50
O (0.68, 2.04, 1.70)  -0.52
C (-1.33, 3.75, 1.09)  -0.34
F (-2.66, 3.79, 1.53)  0.07
F (-1.33, 4.50, -0.13)  0.05
C (-0.53, 4.73, 2.12)  -0.22
F (-1.45, 5.82, 2.32)  0.08
F (-0.37, 4.17, 3.40)  0.10
C (0.78, 5.40, 1.50)  -0.34
F (0.47, 6.68, 1.00)  0.10
F (1.68, 5.62, 2.57)  0.10
F (1.44, 4.66, 0.53)  0.11
C (-1.43, 0.12, 2.50)  -0.27
C (-1.96, 1.18, 3.58)  -0.15
N (-2.72, 0.38, 4.63)  0.02
C (-0.17, -0.65, 3.10)  -0.10
O (0.18, -0.32, 4.46)  -0.14
N (1.52, -0.10, 4.63)  -0.24
O (1.62, 1.07, 4.89)  0.09
O (-2.53, -0.88, 2.53)  -0.07
C (-3.39, -0.99, 1.38)  -0.30
O (-4.26, -1.84, 1.17)  0.00
C (-2.95, 0.32, 0.52)  -0.23
N (-4.00, 1.26, 1.08)  0.10
C (-3.35, 0.35, -1.04)  -0.23
C (-3.48, 1.87, -1.61)  -0.01
F (-4.56, -0.39, -1.32)  -0.11
H (-3.63, -2.77, -3.51)  0.07
H (-4.32, -2.78, -5.27)  0.07
H (-3.96, -1.18, -4.42)  0.08
H (-2.05, -3.23, -5.89)  0.12
H (-2.05, -1.40, -5.86)  0.13
H (-0.28, -4.20, -4.20)  0.13
H (-1.91, -4.05, -3.34)  0.13
H (0.68, -2.58, -2.15)  0.11
H (0.12, -4.26, -1.74)  0.12
H (-2.24, -2.20, -1.45)  0.09
H (-1.76, -3.70, -0.54)  0.12
H (-1.06, -2.34, 1.14)  0.10
H (0.48, -2.39, 0.17)  0.12
H (0.61, -0.11, 0.25)  0.04
H (-0.58, -0.17, -1.12)  0.13
H (-2.72, 1.93, 3.20)  0.11
H (-1.13, 1.81, 4.06)  0.13
H (-2.15, 0.50, 5.48)  0.08
H (-3.59, 0.91, 4.82)  -0.03
H (-0.30, -1.79, 3.03)  0.14
H (0.75, -0.42, 2.45)  0.11
H (-4.89, 1.14, 0.59)  0.10
H (-4.22, 0.97, 2.06)  0.10
H (-2.57, -0.13, -1.72)  0.13
H (-2.86, 2.59, -0.97)  0.07
H (-3.22, 1.95, -2.71)  0.10
H (-4.58, 2.16, -1.48)  0.09
C (-8.11, -2.13, -1.74)  -1.58
Br (-9.23, -0.62, -1.27)  0.55
Br (-7.44, -2.00, -3.56)  0.54
Br (-6.68, -2.39, -0.46)  0.65
H (-8.74, -3.02, -1.70)  -0.03
C (3.30, -3.64, 3.11)  -1.57
Br (4.47, -4.68, 4.25)  0.57
Br (2.99, -1.86, 3.82)  0.77
Br (3.95, -3.58, 1.28)  0.54
H (2.34, -4.15, 3.09)  -0.03
C (3.59, 1.24, -1.36)  -1.52
Br (2.28, 1.64, 0.02)  0.93
Br (5.34, 1.95, -0.91)  0.54
Br (3.66, -0.65, -1.77)  0.53
H (3.27, 1.75, -2.26)  -0.10
C (8.34, -4.46, 4.54)  -1.62
Br (9.89, -3.48, 5.18)  0.56
Br (7.97, -4.09, 2.68)  0.53
Br (8.51, -6.37, 4.87)  0.56
H (7.49, -4.11, 5.12)  -0.05
C (3.49, 8.72, 1.51)  -1.62
Br (2.38, 10.24, 1.99)  0.56
Br (4.17, 8.87, -0.29)  0.56
Br (4.91, 8.43, 2.80)  0.56
H (2.85, 7.84, 1.54)  -0.06
C (3.65, 3.81, -5.21)  -1.58
Br (4.45, 2.05, -5.11)  0.53
Br (2.71, 4.07, -6.89)  0.57
Br (2.51, 4.17, -3.68)  0.60
H (4.46, 4.53, -5.19)  -0.02
C (-5.21, -4.83, 2.97)  -1.60
Br (-6.57, -4.46, 4.30)  0.55
Br (-3.49, -4.11, 3.49)  0.60
Br (-5.11, -6.73, 2.56)  0.56
H (-5.51, -4.32, 2.06)  -0.05
C (-11.13, -0.14, -5.53)  -1.60
Br (-9.59, 0.84, -4.90)  0.53
Br (-11.49, 0.21, -7.41)  0.56
Br (-10.98, -2.04, -5.17)  0.54
H (-11.99, 0.22, -4.97)  -0.03
C (-6.44, 0.61, 7.15)  -1.60
Br (-8.29, 1.21, 7.18)  0.57
Br (-6.23, -1.05, 6.17)  0.56
Br (-5.25, 1.98, 6.49)  0.61
H (-6.16, 0.41, 8.18)  -0.03
C (11.56, -4.27, 0.52)  -1.62
Br (11.78, -5.86, 1.60)  0.55
Br (13.19, -3.79, -0.42)  0.56
Br (10.05, -4.43, -0.69)  0.54
H (11.33, -3.45, 1.20)  -0.03
C (7.19, -0.85, -6.01)  -1.59
Br (7.03, -1.84, -7.67)  0.57
Br (7.55, 1.03, -6.32)  0.53
Br (5.66, -1.11, -4.86)  0.52
H (8.06, -1.25, -5.48)  -0.02
C (9.52, 3.46, -1.68)  -1.61
Br (10.30, 1.70, -1.56)  0.56
Br (8.57, 3.71, -3.36)  0.54
Br (8.39, 3.86, -0.16)  0.55
H (10.33, 4.18, -1.67)  -0.03